9 unconnected molecules or ions with the total composition C18H54O18 at a distorted geometry, computed with the ωB97M-V functional and the def2-TZVPD basis.

XYZ file:
```
90
Properties=species:S:1:pos:R:3
C -5.653 -2.095 0.859
C -4.213 -2.222 1.253
O -3.789 -3.554 1.483
O -5.921 -2.720 -0.357
H -5.872 -1.040 0.696
H -6.339 -2.306 1.680
H -4.039 -1.658 2.169
H -3.565 -1.742 0.520
H -3.003 -3.530 2.034
H -6.021 -3.655 -0.162
C -4.300 1.662 2.262
C -4.681 2.272 0.822
O -3.904 1.607 -0.147
O -3.000 1.786 2.757
H -4.720 0.656 2.243
H -4.754 2.295 3.025
H -4.401 3.323 0.768
H -5.728 2.178 0.534
H -3.204 1.125 0.300
H -2.456 1.223 2.202
C 0.673 0.758 -0.337
C -0.725 0.058 -0.261
O -1.463 0.295 0.934
O 1.405 0.561 -1.443
H 1.266 0.614 0.566
H 0.583 1.844 -0.343
H -0.525 -0.968 -0.569
H -1.377 0.495 -1.017
H -1.107 -0.240 1.646
H 1.655 -0.363 -1.371
C 0.804 -3.922 0.264
C 2.057 -3.643 1.128
O 2.336 -2.264 1.260
O 0.762 -5.239 -0.253
H 0.909 -3.267 -0.600
H -0.151 -3.741 0.757
H 2.897 -4.169 0.676
H 2.015 -4.178 2.077
H 3.277 -2.152 1.416
H 0.028 -5.329 -0.865
C 4.188 1.851 1.306
C 4.465 0.520 0.567
O 5.843 0.371 0.182
O 3.146 1.864 2.222
H 4.074 2.638 0.561
H 5.043 2.244 1.857
H 3.801 0.463 -0.295
H 4.304 -0.372 1.173
H 5.989 -0.437 -0.315
H 2.668 2.694 2.157
C 5.140 -2.109 -2.564
C 3.854 -1.411 -3.114
O 2.797 -1.629 -2.251
O 5.393 -2.219 -1.217
H 5.993 -1.587 -2.998
H 5.048 -3.164 -2.822
H 3.468 -1.699 -4.092
H 4.053 -0.340 -3.156
H 3.292 -2.062 -1.552
H 5.389 -3.154 -0.999
C 0.293 2.273 -4.074
C 1.221 3.456 -3.637
O 1.444 4.351 -4.651
O 0.893 1.145 -4.637
H -0.442 2.722 -4.743
H -0.405 2.041 -3.270
H 2.202 3.113 -3.307
H 0.671 3.920 -2.818
H 0.702 4.945 -4.788
H 1.298 0.754 -3.860
C 1.265 -2.409 4.682
C 0.540 -1.186 4.060
O 0.119 -1.407 2.705
O 0.432 -3.525 4.856
H 1.734 -2.079 5.609
H 1.976 -2.852 3.984
H 1.103 -0.253 4.089
H -0.384 -1.041 4.618
H 0.873 -1.653 2.164
H 0.958 -4.212 5.272
C -3.644 4.516 -1.812
C -2.128 4.276 -1.645
O -1.787 3.620 -0.473
O -4.397 3.390 -2.167
H -3.776 5.303 -2.554
H -4.093 4.898 -0.895
H -1.565 5.208 -1.699
H -1.794 3.719 -2.521
H -2.501 3.006 -0.283
H -4.514 2.747 -1.463
```

As for the energy relative to the best compared isomer or geometry (same formula, charge and spin): 160.3 kJ/mol. For the HOMO energy (spin up / spin down), the calculation gives -11.90 / -11.90 eV. As for the expectation value of S²: 0.756. As for the multiplicity: 2. The charge is +1. As for the molar mass: 558.6 g/mol. The calculation puts the HOMO-LUMO gap (spin up / spin down) at 9.2 / 2.8 eV. For the LUMO energy (spin up / spin down), the calculation gives -2.6997 / -9.0741 eV.

9 unconnected molecules or ions with the total composition C18H54O9 at a distorted geometry, computed with the ωB97M-V functional and the def2-TZVPD basis.

XYZ file:
```
81
Properties=species:S:1:pos:R:3
C -2.979 12.558 -8.464
C -1.574 12.706 -9.028
O -1.577 12.826 -10.448
H -3.311 11.518 -8.458
H -3.681 13.163 -9.034
H -3.018 12.898 -7.427
H -0.927 11.876 -8.744
H -1.118 13.598 -8.575
H -1.869 13.724 -10.674
C 1.388 8.883 -11.511
C 0.850 10.177 -10.933
O -0.427 10.442 -11.516
H 0.702 8.070 -11.296
H 2.316 8.624 -10.983
H 1.635 9.006 -12.561
H 1.517 11.030 -11.115
H 0.765 10.073 -9.838
H -0.828 11.207 -11.048
C -5.864 10.242 -6.231
C -6.711 9.109 -6.798
O -6.820 8.058 -5.833
H -6.320 10.642 -5.326
H -5.754 11.031 -6.982
H -4.879 9.863 -5.962
H -6.256 8.747 -7.727
H -7.703 9.455 -7.086
H -6.121 7.417 -5.984
C 1.564 14.668 -9.969
C 2.683 15.124 -10.860
O 3.875 14.387 -10.536
H 0.678 15.289 -10.146
H 1.803 14.792 -8.907
H 1.229 13.637 -10.086
H 2.826 16.207 -10.775
H 2.414 14.898 -11.903
H 4.506 14.502 -11.252
C -2.709 11.427 -4.985
C -1.688 10.401 -4.522
O -0.644 10.195 -5.485
H -2.320 12.446 -4.967
H -3.553 11.310 -4.293
H -3.105 11.212 -5.972
H -2.187 9.430 -4.453
H -1.302 10.642 -3.527
H -0.046 10.966 -5.500
C -4.758 14.560 -11.407
C -3.872 15.788 -11.403
O -2.656 15.497 -10.675
H -5.675 14.800 -11.945
H -5.033 14.292 -10.386
H -4.202 13.750 -11.874
H -4.318 16.694 -10.978
H -3.622 16.036 -12.447
H -1.972 16.130 -10.915
C -1.954 7.554 -9.264
C -2.075 8.628 -8.221
O -1.914 8.096 -6.900
H -0.984 7.070 -9.305
H -2.244 7.943 -10.245
H -2.718 6.789 -9.074
H -3.056 9.115 -8.310
H -1.322 9.412 -8.375
H -1.394 8.773 -6.429
C 2.298 11.360 -7.376
C 2.255 12.394 -6.270
O 0.877 12.586 -5.826
H 1.820 10.426 -7.088
H 3.348 11.151 -7.616
H 1.850 11.732 -8.297
H 2.673 13.336 -6.631
H 2.831 12.069 -5.398
H 0.708 13.523 -5.702
C -5.590 10.510 -10.515
C -6.379 11.645 -9.884
O -7.666 11.194 -9.417
H -6.101 10.104 -11.394
H -5.448 9.698 -9.802
H -4.621 10.846 -10.899
H -6.553 12.419 -10.638
H -5.816 12.031 -9.035
H -8.328 11.354 -10.088
```

As for the SMILES: CCO.CCO.CCO.CCO.CCO.CCO.CCO.CCO.CCO. As for the energy relative to the best compared isomer or geometry (same formula, charge and spin): 244.5 kJ/mol. For the HOMO energy, the calculation gives -9.51 eV. As for the multiplicity: 1. As for the molar mass: 414.6 g/mol. The calculation puts the HOMO-LUMO gap at 9.7 eV. For the LUMO energy, the calculation gives 0.2088 eV.

9 unconnected molecules or ions with the total composition C18H54O9 at a distorted geometry, computed with the ωB97M-V functional and the def2-TZVPD basis.

XYZ file:
```
81
Properties=species:S:1:pos:R:3
C 0.322 4.835 -0.511
C -1.148 5.164 -0.367
O -1.827 3.909 -0.334
H 0.897 5.738 -0.311
H 0.551 4.386 -1.457
H 0.707 4.158 0.296
H -1.527 5.717 -1.243
H -1.349 5.725 0.526
H -2.678 3.975 -0.770
C 3.419 -0.377 -2.207
C 3.420 0.969 -1.503
O 2.032 1.116 -1.075
H 4.440 -0.815 -2.233
H 3.083 -0.188 -3.227
H 2.766 -1.056 -1.731
H 3.623 1.854 -2.060
H 4.128 0.941 -0.672
H 1.740 0.629 -0.294
C -0.884 -4.389 -0.126
C 0.395 -3.664 -0.481
O 0.195 -2.244 -0.263
H -1.263 -4.228 0.870
H -0.735 -5.451 -0.344
H -1.640 -4.005 -0.837
H 0.673 -3.903 -1.491
H 1.211 -3.910 0.236
H -0.064 -1.730 -1.074
C 5.432 -1.074 2.733
C 4.155 -1.145 1.905
O 3.714 0.229 1.817
H 5.351 -0.253 3.422
H 6.215 -0.816 2.056
H 5.659 -2.029 3.242
H 3.350 -1.742 2.362
H 4.367 -1.557 0.962
H 2.782 0.255 1.466
C 0.196 -3.452 4.618
C -0.197 -4.854 4.607
O -1.169 -5.045 3.580
H -0.669 -2.818 4.879
H 0.525 -3.089 3.669
H 1.004 -3.252 5.296
H -0.610 -5.079 5.610
H 0.693 -5.523 4.472
H -1.495 -5.944 3.609
C -3.274 -2.123 -2.204
C -2.500 -1.047 -2.947
O -1.099 -1.280 -2.827
H -2.806 -3.103 -2.345
H -4.245 -2.298 -2.558
H -3.365 -1.931 -1.174
H -2.791 -0.090 -2.499
H -2.787 -1.015 -3.982
H -0.726 -0.410 -3.085
C -0.620 2.534 -5.129
C -0.031 2.827 -3.774
O 0.355 1.587 -3.326
H 0.099 1.985 -5.723
H -0.873 3.457 -5.705
H -1.572 2.008 -4.985
H -0.785 3.329 -3.110
H 0.812 3.497 -3.812
H 1.033 1.586 -2.607
C -3.819 1.187 0.615
C -4.055 2.239 1.670
O -5.440 2.582 1.732
H -2.789 0.893 0.568
H -4.017 1.601 -0.367
H -4.444 0.300 0.759
H -3.546 3.171 1.351
H -3.685 1.885 2.688
H -5.940 1.790 1.739
C 0.496 1.835 2.015
C 0.041 0.688 1.147
O 1.165 -0.207 1.034
H 1.420 2.359 1.723
H 0.614 1.503 3.023
H -0.311 2.602 1.972
H -0.329 1.085 0.186
H -0.821 0.131 1.631
H 0.850 -1.127 0.684
```

As for the SMILES: CCO.CCO.CCO.CCO.CCO.CCO.CCO.CCO.CCO. As for the energy relative to the best compared isomer or geometry (same formula, charge and spin): 307.8 kJ/mol. For the HOMO energy, the calculation gives -9.53 eV. As for the multiplicity: 1. As for the molar mass: 414.6 g/mol. The calculation puts the HOMO-LUMO gap at 10.2 eV. For the LUMO energy, the calculation gives 0.6350 eV.

A molecular structure, C18H54O9 at a distorted geometry, computed with the ωB97M-V functional and the def2-TZVPD basis.

XYZ file:
```
81
Properties=species:S:1:pos:R:3
C 3.685 18.039 12.302
C 3.818 18.266 13.806
O 4.713 17.260 14.280
H 3.153 17.088 12.314
H 4.646 17.684 11.930
H 3.261 18.921 11.822
H 2.851 18.323 14.305
H 4.279 19.244 13.947
H 4.656 17.207 15.237
C 2.089 14.332 13.599
C 2.300 15.586 12.822
O 1.135 16.319 12.895
H 1.714 14.516 14.606
H 2.969 13.689 13.575
H 1.339 13.727 13.090
H 2.512 15.393 11.770
H 3.168 16.212 13.031
H 1.268 17.111 13.421
C 7.552 15.416 14.564
C 8.305 14.600 15.673
O 7.472 13.691 16.339
H 7.407 14.867 13.633
H 8.168 16.291 14.360
H 6.576 15.709 14.951
H 8.743 15.204 16.467
H 9.159 14.025 15.313
H 7.946 12.881 16.541
C 4.434 15.246 15.774
C 3.728 16.105 16.866
O 4.798 16.666 17.548
H 5.010 14.552 16.386
H 5.047 15.911 15.165
H 3.686 14.718 15.182
H 2.990 15.529 17.424
H 3.253 16.949 16.367
H 5.146 16.029 18.177
C 2.912 13.852 10.836
C 4.024 13.630 9.823
O 4.337 14.865 9.200
H 3.021 14.763 11.425
H 2.641 13.061 11.535
H 2.013 14.003 10.239
H 3.709 12.891 9.086
H 4.890 13.317 10.406
H 5.112 15.236 9.628
C 5.039 14.117 12.472
C 5.411 15.431 13.166
O 5.025 16.529 12.379
H 3.963 14.073 12.301
H 5.336 13.260 13.076
H 5.464 14.122 11.468
H 6.453 15.424 13.488
H 4.840 15.644 14.070
H 4.785 17.244 12.974
C 7.101 16.909 9.084
C 6.912 16.636 10.566
O 5.731 15.787 10.610
H 7.258 15.906 8.689
H 8.022 17.470 8.929
H 6.258 17.412 8.609
H 6.755 17.551 11.138
H 7.614 16.047 11.156
H 5.298 15.918 11.457
C 8.126 18.480 13.480
C 7.107 17.516 12.904
O 5.899 18.211 12.787
H 8.077 19.370 12.854
H 9.173 18.181 13.431
H 7.978 18.657 14.546
H 7.093 16.512 13.328
H 7.519 17.408 11.900
H 5.224 18.006 13.439
C 4.269 12.398 14.349
C 3.557 12.336 15.676
O 2.303 12.897 15.386
H 3.705 11.864 13.584
H 5.199 11.834 14.424
H 4.431 13.437 14.062
H 4.070 13.030 16.343
H 3.523 11.305 16.027
H 1.808 12.460 14.689
```

As for the energy relative to the best compared isomer or geometry (same formula, charge and spin): 3356.4 kJ/mol. For the HOMO energy, the calculation gives -8.38 eV. As for the multiplicity: 1. As for the molar mass: 414.6 g/mol. The calculation puts the HOMO-LUMO gap at 8.6 eV. For the LUMO energy, the calculation gives 0.2258 eV.

8 unconnected molecules or ions with the total composition C18H55N3O11 at a distorted geometry, computed with the ωB97M-V functional and the def2-TZVPD basis.

XYZ file:
```
87
Properties=species:S:1:pos:R:3
C 4.281 0.883 0.944
O 3.401 1.908 0.604
C 3.405 2.128 -0.815
C 2.667 3.559 -0.998
C 3.487 4.779 -0.508
N 1.322 3.570 -0.508
H 4.080 0.089 0.226
H 4.153 0.614 1.993
H 5.215 1.426 0.797
H 4.384 2.216 -1.288
H 2.922 1.319 -1.362
H 2.527 3.599 -2.079
H 3.978 4.497 0.423
H 2.792 5.606 -0.363
H 4.300 4.953 -1.213
H 0.959 2.651 -0.716
H 1.584 3.523 0.466
C -2.258 -1.289 -3.190
O -1.700 -2.416 -2.487
C -2.067 -3.698 -3.134
C -2.600 -4.713 -2.064
C -1.735 -4.888 -0.769
N -2.846 -5.981 -2.698
H -1.664 -1.060 -4.074
H -2.097 -0.364 -2.634
H -3.328 -1.415 -3.358
H -2.824 -3.565 -3.906
H -1.096 -4.036 -3.496
H -3.570 -4.296 -1.794
H -0.839 -5.390 -1.132
H -2.368 -5.439 -0.074
H -1.475 -3.929 -0.319
H -2.118 -6.616 -2.404
H -3.570 -6.497 -2.217
C 0.675 0.955 6.706
O 0.365 0.492 5.398
C 0.803 1.404 4.332
C 0.220 0.888 2.996
C 0.818 -0.428 2.509
N 0.531 1.860 1.951
H 0.595 2.034 6.841
H 1.525 0.463 7.177
H -0.171 0.598 7.293
H 0.377 2.406 4.368
H 1.877 1.477 4.164
H -0.857 0.892 3.162
H 0.654 -1.060 3.382
H 1.890 -0.410 2.315
H 0.335 -0.862 1.633
H 1.530 1.953 1.831
H 0.233 2.818 2.062
O 2.153 -1.748 -2.126
C 1.669 -1.999 -0.788
C 1.656 -3.485 -0.419
O 2.914 -4.156 -0.502
H 1.731 -0.967 -2.492
H 2.320 -1.320 -0.236
H 0.622 -1.704 -0.724
H 0.991 -4.030 -1.089
H 1.244 -3.601 0.583
H 3.306 -4.119 -1.377
O -0.657 4.804 -2.081
C -1.778 4.819 -1.219
C -2.239 3.377 -0.873
O -2.416 2.697 -2.118
H 0.142 4.432 -1.700
H -1.700 5.544 -0.408
H -2.539 5.274 -1.854
H -3.182 3.389 -0.325
H -1.470 2.899 -0.267
H -1.625 2.901 -2.621
O -4.787 -1.638 1.920
C -3.393 -1.900 1.581
C -3.018 -1.147 0.304
O -1.694 -1.339 -0.064
H -4.816 -0.844 2.458
H -2.816 -1.529 2.428
H -3.269 -2.976 1.460
H -3.153 -0.078 0.468
H -3.671 -1.355 -0.543
H -1.669 -1.661 -0.968
O 1.013 0.531 -3.236
H 0.304 0.902 -3.762
H 0.844 0.847 -2.348
O 0.288 0.767 -0.663
H -0.416 0.122 -0.602
H 0.405 1.082 0.233
```

As for the SMILES: COC[C@H](C)N.COC[C@H](C)N.COC[C@H](C)N.OCCO.OCCO.OCCO.O.O. As for the energy relative to the best compared isomer or geometry (same formula, charge and spin): 147.6 kJ/mol. For the HOMO energy, the calculation gives -9.58 eV. As for the multiplicity: 1. As for the molar mass: 489.6 g/mol. The calculation puts the HOMO-LUMO gap at 10.0 eV. For the LUMO energy, the calculation gives 0.4498 eV.

What did the second record say?
9 unconnected molecules or ions with the total composition C18H54O9 at a distorted geometry, computed with the ωB97M-V functional and the def2-TZVPD basis.

XYZ file:
```
81
Properties=species:S:1:pos:R:3
C -2.979 12.558 -8.464
C -1.574 12.706 -9.028
O -1.577 12.826 -10.448
H -3.311 11.518 -8.458
H -3.681 13.163 -9.034
H -3.018 12.898 -7.427
H -0.927 11.876 -8.744
H -1.118 13.598 -8.575
H -1.869 13.724 -10.674
C 1.388 8.883 -11.511
C 0.850 10.177 -10.933
O -0.427 10.442 -11.516
H 0.702 8.070 -11.296
H 2.316 8.624 -10.983
H 1.635 9.006 -12.561
H 1.517 11.030 -11.115
H 0.765 10.073 -9.838
H -0.828 11.207 -11.048
C -5.864 10.242 -6.231
C -6.711 9.109 -6.798
O -6.820 8.058 -5.833
H -6.320 10.642 -5.326
H -5.754 11.031 -6.982
H -4.879 9.863 -5.962
H -6.256 8.747 -7.727
H -7.703 9.455 -7.086
H -6.121 7.417 -5.984
C 1.564 14.668 -9.969
C 2.683 15.124 -10.860
O 3.875 14.387 -10.536
H 0.678 15.289 -10.146
H 1.803 14.792 -8.907
H 1.229 13.637 -10.086
H 2.826 16.207 -10.775
H 2.414 14.898 -11.903
H 4.506 14.502 -11.252
C -2.709 11.427 -4.985
C -1.688 10.401 -4.522
O -0.644 10.195 -5.485
H -2.320 12.446 -4.967
H -3.553 11.310 -4.293
H -3.105 11.212 -5.972
H -2.187 9.430 -4.453
H -1.302 10.642 -3.527
H -0.046 10.966 -5.500
C -4.758 14.560 -11.407
C -3.872 15.788 -11.403
O -2.656 15.497 -10.675
H -5.675 14.800 -11.945
H -5.033 14.292 -10.386
H -4.202 13.750 -11.874
H -4.318 16.694 -10.978
H -3.622 16.036 -12.447
H -1.972 16.130 -10.915
C -1.954 7.554 -9.264
C -2.075 8.628 -8.221
O -1.914 8.096 -6.900
H -0.984 7.070 -9.305
H -2.244 7.943 -10.245
H -2.718 6.789 -9.074
H -3.056 9.115 -8.310
H -1.322 9.412 -8.375
H -1.394 8.773 -6.429
C 2.298 11.360 -7.376
C 2.255 12.394 -6.270
O 0.877 12.586 -5.826
H 1.820 10.426 -7.088
H 3.348 11.151 -7.616
H 1.850 11.732 -8.297
H 2.673 13.336 -6.631
H 2.831 12.069 -5.398
H 0.708 13.523 -5.702
C -5.590 10.510 -10.515
C -6.379 11.645 -9.884
O -7.666 11.194 -9.417
H -6.101 10.104 -11.394
H -5.448 9.698 -9.802
H -4.621 10.846 -10.899
H -6.553 12.419 -10.638
H -5.816 12.031 -9.035
H -8.328 11.354 -10.088
```

As for the SMILES: CCO.CCO.CCO.CCO.CCO.CCO.CCO.CCO.CCO. As for the energy relative to the best compared isomer or geometry (same formula, charge and spin): 244.5 kJ/mol. For the HOMO energy, the calculation gives -9.51 eV. As for the multiplicity: 1. As for the molar mass: 414.6 g/mol. The calculation puts the HOMO-LUMO gap at 9.7 eV. For the LUMO energy, the calculation gives 0.2088 eV.